# 1
66
Properties=species:S:1:pos:R:3:forces:R:3:lowdin_charge:R:1 method="wB97M-V/def2-TZVPD" total_charge=0 largest_force_ha_per_bohr=0.1365 multiplicity=3 homo_energy_ev="-5.00 / -6.90" gap_ev="5.5 / 6.5"
Pt 0.000 0.000 0.000 -2.81 -0.49 3.91 0.963
C 0.366 -2.532 2.022 0.91 0.02 0.82 -0.175
C -0.264 -1.257 2.570 -0.10 -0.60 0.91 -0.317
N 0.261 -0.003 2.017 0.02 -0.60 1.89 -0.355
C -0.529 1.138 2.488 -0.64 1.02 0.14 -0.252
C -0.412 2.347 1.564 0.90 1.95 2.82 -0.150
C 1.710 0.177 2.288 0.90 0.25 -0.08 -0.145
C 2.625 -0.349 1.153 -0.03 0.30 0.54 -0.210
N 2.007 0.000 -0.104 2.34 0.07 1.28 -0.142
C 2.545 -0.363 -1.268 0.02 0.35 0.10 -0.232
C 1.599 -0.330 -2.284 1.79 -0.57 -2.52 -0.188
F 0.365 -0.003 -1.871 -0.52 0.21 -7.00 -0.134
C 1.909 -0.610 -3.608 0.05 0.16 0.73 -0.214
F 0.970 -0.558 -4.564 -0.08 -0.01 0.13 0.089
C 3.214 -0.937 -3.951 0.21 -0.07 0.09 0.050
C 4.178 -0.982 -2.946 -0.78 0.13 0.27 -0.204
F 5.442 -1.292 -3.281 -0.18 0.07 0.24 0.088
C 3.854 -0.705 -1.614 0.50 -0.40 -1.19 -0.138
F 4.834 -0.745 -0.697 0.07 0.04 0.29 0.085
H -0.221 -3.401 2.339 0.27 0.50 0.09 0.050
H 1.380 -2.677 2.403 0.01 0.01 -0.04 0.090
H 0.388 -2.530 0.928 0.76 -0.06 0.84 -0.055
H -0.183 -1.260 3.665 0.12 0.08 0.07 0.131
H -1.334 -1.321 2.336 0.29 0.46 0.25 0.043
H -0.258 1.413 3.515 0.07 -0.09 0.04 0.125
H -1.594 0.873 2.508 0.27 -0.37 -0.04 0.114
H 0.600 2.761 1.545 0.01 -0.01 -0.04 0.079
H -1.087 3.140 1.904 0.05 -0.04 0.14 0.089
H -0.697 2.085 0.539 0.60 1.97 1.18 -0.083
H 2.001 -0.268 3.249 -0.22 -0.12 -0.09 0.128
H 1.941 1.245 2.394 -0.43 -0.17 -0.14 0.117
H 2.772 -1.428 1.261 0.00 -0.09 -0.12 0.102
H 3.612 0.112 1.284 -0.11 -0.03 0.06 0.118
H 3.478 -1.146 -4.978 -0.01 0.02 0.06 0.130
C -1.749 -5.095 1.183 0.13 -0.24 -0.13 -0.155
C -2.717 -4.043 0.642 -0.28 -0.50 0.03 -0.541
C -3.726 -3.678 1.732 -0.23 0.22 -0.07 -0.155
Sb -1.613 -2.252 0.000 -2.21 0.91 -2.40 1.540
C -3.217 -1.097 -0.968 -0.39 -0.28 -0.35 -0.577
C -3.863 -0.190 0.083 0.21 0.29 0.20 -0.182
C -4.284 -1.945 -1.661 -0.15 0.12 -0.24 -0.158
C -0.497 -3.046 -1.723 0.06 -0.12 -0.15 -0.527
C -1.226 -4.134 -2.510 -0.07 -0.04 -0.22 -0.139
C 0.855 -3.568 -1.226 0.34 0.20 0.05 -0.155
H -2.307 -5.995 1.517 0.30 0.44 -0.07 0.087
H -1.173 -4.688 2.042 -0.54 -0.70 -0.55 0.049
H -1.042 -5.416 0.397 -0.14 0.05 0.44 0.059
H -3.263 -4.468 -0.226 0.35 0.35 0.30 0.090
H -3.208 -3.230 2.606 -0.37 -0.23 -0.36 0.078
H -4.277 -4.584 2.063 0.32 0.46 -0.06 0.085
H -4.471 -2.959 1.349 0.26 -0.24 0.32 0.051
H -2.733 -0.439 -1.720 0.02 -0.45 0.40 0.081
H -4.354 -0.779 0.881 0.11 0.29 -0.30 0.061
H -4.623 0.468 -0.391 0.34 -0.34 0.30 0.083
H -3.087 0.455 0.548 -0.52 -0.29 -0.20 0.027
H -4.789 -2.619 -0.943 0.16 0.26 -0.40 0.065
H -3.845 -2.544 -2.472 -0.24 0.06 0.27 0.051
H -5.050 -1.285 -2.121 0.22 -0.38 0.24 0.079
H -0.289 -2.188 -2.397 -0.37 -0.40 0.45 0.074
H -1.453 -5.008 -1.868 0.06 0.35 -0.37 0.068
H -0.594 -4.475 -3.357 -0.29 0.06 0.43 0.084
H -2.162 -3.749 -2.940 0.22 -0.26 0.15 0.055
H 0.729 -4.418 -0.529 0.15 0.32 -0.31 0.072
H 1.397 -2.757 -0.696 -0.05 -0.55 -0.34 0.048
H 1.479 -3.902 -2.082 -0.26 0.14 0.46 0.092
H -1.000 1.397 0.000 -1.40 -3.40 -3.08 0.013

# 2
11
Properties=species:S:1:pos:R:3:forces:R:3:lowdin_charge:R:1 method="wB97M-V/def2-TZVPD" total_charge=0 smiles=CN(C)OI largest_force_ha_per_bohr=0.0653 relative_energy_kcal_mol=40.8 homo_energy_ev="-8.80 / -8.90" gap_ev="8.1 / 7.7"
C 0.954 -0.303 0.658 0.36 -3.31 0.44 -0.078
N 0.592 0.356 -0.530 -0.01 0.86 -1.19 -0.399
C -0.842 0.363 -0.800 0.06 0.17 2.04 -0.055
O 1.319 1.295 -1.037 -0.50 -0.69 0.60 -0.427
I 0.910 3.448 -0.139 0.03 0.10 0.12 0.379
H 0.353 -1.235 0.783 0.18 0.56 -0.62 0.106
H 1.959 -0.683 0.778 0.61 0.39 -0.88 0.098
H 0.769 0.134 1.579 -0.67 2.13 1.66 0.064
H -1.078 -0.738 -0.771 -0.59 1.35 -0.02 0.101
H -1.334 1.018 0.095 0.72 -1.60 -2.14 0.131
H -1.007 0.813 -1.769 -0.19 0.04 -0.02 0.081

no.,energy (eV)
1,-46002.2045
2,-13806.2513